Entry 1:
The following is a DFT calculation (ωB97M-V/def2-TZVPD) of a molecular structure, C11H29LaN3S2 at a distorted geometry.

Properties
- Calculated total energy: -1427.74432 Eh
- Net charge: +3
- E_LUMO: -9.80 eV
- ΔE to the lowest compared entry with this formula, charge and spin: 23.6 kcal per mole
- Max |F|: 2.56 eV/Å

Last column: Löwdin charge in e.
CARTESIAN COORDINATES (ANGSTROEM)
1 H -0.46 -1.52 -3.72  0.162
2 C -0.81 1.15 -2.74  -0.238
3 C -2.67 -2.44 -0.15  -0.319
4 H -0.97 3.27 -2.38  0.121
5 C -2.79 2.34 -0.29  -0.319
6 C -0.75 -1.32 -2.68  -0.238
7 C -0.35 -2.50 -1.81  -0.382
8 H 1.25 -1.58 1.94  0.085
9 H -1.22 0.97 3.77  0.151
10 C 0.68 0.00 3.34  -0.162
11 H -0.53 1.31 -3.80  0.163
12 H -3.04 -2.33 0.88  0.062
13 H 2.58 -0.96 2.93  0.156
14 C 1.67 -0.67 2.39  -0.222
15 H -2.93 -3.43 -0.54  0.080
16 La 0.13 0.02 0.06  1.712
17 H -2.38 0.39 1.81  0.085
18 N -1.52 -0.10 2.00  -0.094
19 H 0.86 -0.04 -2.54  0.161
20 H -3.09 3.30 -0.75  0.082
21 H -0.82 -3.42 -2.19  0.119
22 C -0.60 0.71 2.90  -0.231
23 S -1.01 2.40 -0.17  0.786
24 H 5.38 -0.74 -2.36  0.050
25 H 0.40 -0.79 4.06  0.148
26 H -3.18 1.49 -0.88  0.064
27 H -3.17 2.29 0.74  0.065
28 H 5.53 -0.64 0.12  0.043
29 S -0.88 -2.44 -0.03  0.778
30 H 0.61 2.59 -1.93  0.104
31 H 1.22 0.76 3.92  0.149
32 H 5.47 1.23 0.04  0.046
33 H 2.42 1.09 1.52  0.100
34 N 2.15 0.19 1.23  -0.141
35 H -3.09 -1.64 -0.78  0.062
36 C 5.37 0.21 -1.84  -0.046
37 H -1.68 -1.00 2.36  0.065
38 N -0.14 -0.06 -2.26  -0.304
39 H 2.88 -0.28 0.71  0.083
40 C 5.45 0.27 -0.47  -0.086
41 H -0.37 1.65 2.37  0.072
42 H -1.88 0.96 -2.71  0.126
43 C -0.47 2.39 -1.95  -0.377
44 H 5.31 1.12 -2.43  0.052
45 H -1.83 -1.18 -2.66  0.125
46 H 0.74 -2.66 -1.79  0.103

Entry 2:
The following is a DFT calculation (ωB97M-V/def2-TZVPD) of 5 unconnected molecules or ions with the total composition C11H29N3O10 at a distorted geometry.

Properties
- Calculated total energy: -1352.73058 Eh
- ⟨S²⟩: 0.753
- Net charge: -1
- Multiplicity: 2
- E_LUMO (alpha / beta): 2.16 / 2.16 eV
- Max |F|: 7.22 eV/Å

Last column: Mulliken spin population.
CARTESIAN COORDINATES (ANGSTROEM)
1 O 2.67 -1.19 -2.62  0.001
2 C -1.02 2.14 0.53  -0.014
3 C -0.28 -3.50 3.81  0.000
4 O -1.26 -0.47 -4.59  0.000
5 H -1.77 -0.06 1.75  0.000
6 O 2.40 3.28 -0.53  0.207
7 H -2.64 2.39 -2.08  0.000
8 H -1.99 -4.64 4.28  0.000
9 H 0.74 -6.78 6.24  0.000
10 O 0.94 -1.54 -1.33  0.002
11 H 4.66 4.06 -1.28  0.014
12 O -1.61 1.04 -0.11  -0.005
13 H -1.05 -2.75 3.64  0.000
14 H -0.01 1.91 0.87  0.016
15 H -2.53 0.07 -6.87  0.000
16 O 0.09 -4.15 2.55  -0.001
17 O 0.00 1.09 -5.33  0.000
18 H 3.60 5.40 -1.74  -0.030
19 H -1.17 -4.32 5.84  0.000
20 H -0.14 4.02 -0.19  0.081
21 H 0.52 -3.12 4.45  0.000
22 H -0.30 3.00 -1.46  -0.031
23 H 0.30 0.75 -2.07  0.002
24 H 1.35 -5.16 6.04  0.000
25 H -0.58 -0.59 0.70  0.000
26 C -2.12 0.88 -6.26  0.000
27 C 4.01 4.85 -0.89  0.057
28 O -0.34 -5.74 4.75  0.000
29 H 1.31 -3.85 0.87  0.000
30 H -2.34 -0.81 0.31  0.001
31 N -0.98 0.42 -5.36  0.003
32 O 2.59 4.84 0.91  0.294
33 C 0.81 -3.30 1.67  -0.001
34 C 1.38 0.66 -2.04  -0.006
35 H -3.87 2.76 -0.97  0.000
36 C -0.86 3.30 -0.58  -0.047
37 H -1.83 1.71 -6.91  0.000
38 C -1.03 -4.52 4.78  0.000
39 H 1.74 1.13 -1.12  0.006
40 H 4.59 5.40 -0.15  0.004
41 C -3.07 3.23 -1.54  0.003
42 C 0.86 -5.98 5.51  0.000
43 H 1.55 -6.27 4.72  0.000
44 H -2.85 1.32 -5.58  0.000
45 N 1.62 -0.82 -2.01  0.000
46 H 1.83 1.03 -2.96  0.002
47 C -1.57 -0.14 0.69  0.004
48 O -2.08 4.05 -0.95  -0.002
49 H -3.62 3.75 -2.34  0.001
50 H 1.70 -3.07 2.25  -0.001
51 H 0.29 -2.39 1.38  0.003
52 H -1.59 2.46 1.41  0.002
53 N 2.94 4.25 -0.08  0.434

Entry 3:
The following is a DFT calculation (ωB97M-V/def2-TZVPD) of 2 unconnected molecules or ions with the total composition C11H30B2ClFN2O4S at a distorted geometry.

Properties
- Calculated total energy: -1855.45555 Eh
- E_LUMO: -0.60 eV
- ΔE to the lowest compared entry with this formula, charge and spin: 0.0 kcal per mole
- Max |F|: 1.10 eV/Å

Last column: Löwdin charge in e.
CARTESIAN COORDINATES (ANGSTROEM)
1 H -1.08 -1.21 -1.70  0.134
2 H -2.14 -3.41 -1.00  0.095
3 H -3.14 2.67 2.89  0.114
4 H 1.58 -5.37 -2.58  0.094
5 H 1.76 -4.19 -1.25  0.085
6 H -1.25 3.62 2.23  0.100
7 H -0.41 -3.65 -0.78  0.088
8 H -1.17 2.72 0.70  0.095
9 N -0.54 -1.65 -2.46  0.235
10 H -0.07 -4.71 -3.82  0.133
11 H 1.10 3.48 -0.02  0.095
12 C -3.70 2.06 0.98  -0.266
13 H 0.07 -3.17 -4.65  0.134
14 H -0.51 0.81 2.53  0.083
15 C -0.12 1.82 2.37  -0.152
16 H -1.37 -4.84 -1.67  0.096
17 H -3.69 2.98 0.40  0.094
18 H -0.56 -1.02 -3.27  0.178
19 C 2.05 4.12 1.79  -0.224
20 H -1.93 -2.95 -3.35  0.156
21 H 3.03 -4.35 -2.47  0.096
22 H -4.70 1.96 1.40  0.096
23 C 1.76 3.06 0.75  -0.136
24 O -2.37 0.00 -0.19  -0.377
25 H 2.45 0.54 3.99  0.082
26 H 3.98 0.90 0.52  0.039
27 C 3.67 0.15 1.25  -0.040
28 H 3.50 -0.79 0.72  0.044
29 N 0.47 0.91 0.09  0.053
30 C -1.00 -3.04 -2.79  -0.303
31 H 0.82 1.34 -0.76  0.027
32 C 0.10 -3.65 -3.67  -0.185
33 C -1.29 2.62 1.78  -0.221
34 H 4.46 0.00 1.98  0.048
35 C -2.68 2.05 2.12  -0.211
36 H -2.62 1.03 2.51  0.107
37 O 1.37 -3.37 -3.13  -0.190
38 H 2.72 2.84 0.26  0.082
39 H 2.89 4.75 1.47  0.102
40 S -3.65 0.62 -0.12  0.343
41 H 0.45 -1.71 -2.18  0.160
42 C 1.96 -4.38 -2.31  -0.062
43 H 0.16 2.17 3.37  0.092
44 Cl -3.99 1.41 -2.00  0.331
45 O -4.74 -0.24 0.22  -0.344
46 B 1.14 1.65 1.32  -0.707
47 B 2.32 0.60 2.00  -0.364
48 H 2.32 3.71 2.77  0.112
49 H 0.67 -0.09 0.07  0.015
50 C -1.24 -3.78 -1.49  -0.020
51 O 2.16 -0.02 3.27  0.044
52 F 0.97 5.01 1.94  -0.080

Entry 4:
The following is a DFT calculation (ωB97M-V/def2-TZVPD) of a molecular structure, C11H30BrN2O4Sr at a distorted geometry.

Properties
- Calculated total energy: -3451.86530 Eh
- Net charge: +1
- E_LUMO: -6.46 eV
- ΔE to the lowest compared entry with this formula, charge and spin: 86.5 kcal per mole
- Max |F|: 2.15 eV/Å

Last column: Löwdin charge in e.
CARTESIAN COORDINATES (ANGSTROEM)
1 O 5.17 -1.92 -2.16  -0.257
2 C 1.98 -0.56 -6.60  -0.108
3 H 2.31 -4.00 -3.73  0.129
4 H -3.77 1.21 4.59  0.075
5 O -6.55 1.90 2.27  -0.204
6 H -0.09 5.19 5.08  0.066
7 H 4.64 -3.98 -2.04  0.115
8 H 1.19 -2.74 -5.31  0.126
9 H 2.72 -3.04 -6.04  0.129
10 H -6.72 2.88 0.40  0.078
11 H 0.90 5.33 7.08  0.070
12 C -6.77 3.09 1.47  -0.096
13 H -6.02 3.84 1.71  0.081
14 C -5.27 1.26 2.05  -0.189
15 H -5.38 0.87 1.04  0.119
16 H 2.42 -3.82 -1.44  0.117
17 N -3.67 -0.40 2.50  0.012
18 H -0.56 6.05 7.74  0.079
19 C 6.60 -2.23 -2.15  -0.087
20 H 2.04 0.52 -6.63  0.081
21 H -3.45 -1.15 3.13  0.074
22 H 6.81 -3.00 -2.88  0.087
23 C -0.19 5.33 7.01  -0.156
24 C 2.24 -2.47 -5.24  -0.224
25 H -5.54 1.11 4.78  0.073
26 O 2.45 -1.10 -5.38  -0.216
27 H 2.41 -2.32 -0.73  0.117
28 O -0.49 5.81 5.70  -0.132
29 C 4.43 -3.05 -1.52  -0.161
30 H 7.17 -1.37 -2.52  0.080
31 H -5.62 -0.69 3.08  0.142
32 H -0.50 4.30 7.20  0.073
33 C -4.90 0.12 2.99  -0.445
34 H 4.73 -3.13 -0.47  0.124
35 Sr 3.65 1.60 -2.64  1.575
36 C -4.65 0.58 4.45  -0.070
37 C 2.87 -2.84 -1.57  -0.190
38 H 2.60 -0.92 -7.42  0.093
39 H -2.95 0.30 2.63  0.070
40 H 1.38 -2.35 -2.70  0.117
41 H -7.76 3.45 1.75  0.087
42 H 6.98 -2.59 -1.20  0.092
43 H -4.49 -0.18 5.21  0.071
44 H 0.96 -0.86 -6.85  0.097
45 H -4.44 1.97 2.08  0.122
46 C 2.78 -3.04 -3.91  -0.214
47 N 2.37 -2.20 -2.81  -0.071
48 Br 2.14 2.50 2.01  -0.672
49 H 3.84 -3.28 -4.03  0.119

Which of these has the highest max |F|? C11H29N3O10

Which value of max |F| does entry 1 give? 2.56 eV/Å

Among the records above, which one has the highest max |F|? C11H29N3O10

Among the records above, which one has the highest max |F|? C11H29N3O10